(1)
52
Properties=species:S:1:pos:R:3 method="wB97M-V/def2-TZVPD" multiplicity=1 smiles="CC(C)=C[C@@H]1[C@@H](C(=O)OCc2cccc(Oc3ccccc3)c2)C1(C)C" e_homo_ev=-8.0 fmax_ha_per_bohr=0.3838 relative_energy_ev=17.3519 lumo_energy_ha=0.0077 orbital_gap_ev=8.252
C 2.12 2.64 1.51
C 3.67 2.29 1.14
C 4.68 3.15 1.75
C 4.04 1.34 0.38
C 3.01 0.26 -0.24
C 3.46 -1.01 -0.54
C 2.64 -2.32 -0.36
O 3.05 -3.44 -0.01
O 1.38 -2.20 0.04
C 0.49 -3.21 0.42
C -0.71 -2.53 0.68
C -1.28 -2.61 2.25
C -2.46 -2.04 2.49
C -3.41 -1.50 1.64
C -2.93 -1.55 0.07
O -3.64 -0.91 -0.88
C -4.65 -0.09 -0.51
C -5.72 -0.11 -1.27
C -6.65 1.07 -1.25
C -6.43 1.98 -0.47
C -5.18 2.07 0.39
C -4.31 0.88 0.21
C -1.68 -2.03 -0.09
C 3.07 -0.29 -1.81
C 1.71 -0.40 -2.38
C 4.20 0.38 -2.53
H 1.87 3.61 2.07
H 1.55 2.84 0.45
H 1.61 1.87 1.92
H 5.62 2.80 1.56
H 4.50 4.09 1.43
H 4.44 3.33 2.74
H 4.83 1.13 0.18
H 1.89 0.18 0.21
H 4.40 -1.34 -0.45
H 0.53 -3.90 -0.37
H 0.87 -3.64 1.39
H -0.57 -2.91 2.59
H -2.69 -2.16 3.46
H -4.25 -1.40 1.77
H -5.96 -0.85 -2.00
H -7.58 0.96 -1.50
H -7.08 2.82 -0.40
H -4.95 3.05 1.08
H -3.39 0.96 0.79
H -1.47 -1.92 -1.15
H 0.87 -0.77 -1.61
H 1.88 -1.04 -3.34
H 1.42 0.65 -3.00
H 5.04 0.69 -1.96
H 4.21 -0.12 -3.49
H 3.93 1.24 -2.99

***

(2)
158
Properties=species:S:1:pos:R:3 method="wB97M-V/def2-TZVPD" multiplicity=1 e_homo_ev=-10.9 fmax_ha_per_bohr=0.0147 total_charge=+1 lumo_energy_ha=-0.1197 orbital_gap_ev=7.633
C -1.98 -4.87 -1.46
C -1.80 -3.75 -0.44
C -0.34 -3.25 -0.41
C -0.15 -2.01 -1.27
C 1.30 -1.62 -1.57
C 2.14 -1.16 -0.38
C 2.70 -2.28 0.51
C 3.97 -1.88 1.28
C 3.84 -1.93 2.80
C 4.81 -1.02 3.53
C 4.52 -0.90 5.02
C 5.51 0.01 5.76
C 5.05 1.48 5.87
C 5.09 1.91 7.32
N 4.92 3.40 7.57
C 4.56 3.75 9.00
C 5.28 2.92 10.06
C 4.77 3.34 11.44
S 5.61 2.28 12.65
C 3.96 4.03 6.59
C 3.69 5.48 6.97
O 4.52 6.31 6.89
Cl 2.07 5.80 7.51
H -1.73 -4.53 -2.47
H -1.35 -5.71 -1.19
H -3.02 -5.21 -1.48
H -2.10 -4.10 0.54
H -2.46 -2.91 -0.69
H 0.31 -4.05 -0.78
H -0.05 -3.04 0.62
H -0.64 -2.19 -2.24
H -0.67 -1.16 -0.82
H 1.28 -0.81 -2.30
H 1.81 -2.45 -2.06
H 1.54 -0.47 0.23
H 2.99 -0.58 -0.76
H 1.94 -2.59 1.23
H 2.90 -3.15 -0.12
H 4.79 -2.54 0.98
H 4.28 -0.87 0.98
H 4.00 -2.96 3.14
H 2.81 -1.67 3.09
H 4.78 -0.02 3.07
H 5.83 -1.39 3.40
H 4.53 -1.90 5.47
H 3.50 -0.52 5.15
H 6.46 -0.01 5.23
H 5.70 -0.39 6.76
H 4.03 1.57 5.47
H 5.69 2.13 5.26
H 4.32 1.41 7.91
H 6.05 1.65 7.75
H 5.83 3.83 7.39
H 3.48 3.66 9.09
H 4.84 4.80 9.13
H 6.35 3.11 10.01
H 5.09 1.86 9.93
H 3.69 3.19 11.50
H 4.99 4.39 11.63
H 4.96 2.75 13.72
H 4.45 4.05 5.62
H 3.05 3.43 6.55
C 0.93 -7.62 -4.79
C 0.67 -6.89 -3.71
C 1.13 -7.30 -2.37
O 0.89 -6.63 -1.39
C 1.89 -8.57 -2.27
C 2.15 -9.31 -3.34
C 1.69 -8.89 -4.69
O 1.94 -9.56 -5.67
H 0.60 -7.34 -5.78
H 0.11 -5.96 -3.76
H 2.22 -8.86 -1.27
H 2.71 -10.24 -3.30
C -6.05 -5.74 -3.17
C -7.34 -5.75 -3.49
C -7.77 -5.79 -4.91
O -8.95 -5.80 -5.19
C -6.72 -5.83 -5.96
C -5.43 -5.83 -5.63
C -4.99 -5.78 -4.21
O -3.82 -5.75 -3.92
H -5.70 -5.71 -2.14
H -8.13 -5.72 -2.75
H -7.07 -5.85 -6.98
H -4.64 -5.85 -6.37
C -3.78 5.95 5.09
C -3.72 4.67 5.45
C -2.61 4.16 6.29
O -2.54 2.99 6.62
C -1.57 5.13 6.71
C -1.62 6.41 6.34
C -2.73 6.92 5.50
O -2.78 8.08 5.16
H -4.58 6.35 4.48
H -4.47 3.95 5.16
H -0.78 4.73 7.33
H -0.87 7.14 6.63
C 1.28 11.02 6.09
C 1.89 12.13 5.68
C 3.37 12.23 5.64
O 3.93 13.24 5.27
C 4.15 11.04 6.08
C 3.54 9.93 6.49
C 2.06 9.83 6.52
O 1.51 8.82 6.89
H 0.21 10.91 6.13
H 1.34 13.01 5.36
H 5.23 11.14 6.04
H 4.09 9.05 6.81
C 6.39 -0.31 -2.55
C 5.16 -0.70 -2.90
C 4.90 -2.08 -3.39
O 3.78 -2.44 -3.68
C 6.06 -3.00 -3.49
C 7.29 -2.61 -3.14
C 7.54 -1.24 -2.64
O 8.65 -0.89 -2.31
H 6.60 0.69 -2.20
H 4.30 -0.05 -2.85
H 5.85 -4.00 -3.85
H 8.15 -3.27 -3.20
C -10.59 -4.54 -7.76
C -11.88 -4.54 -8.10
C -12.31 -4.58 -9.51
O -13.48 -4.57 -9.82
C -11.25 -4.62 -10.55
C -9.96 -4.62 -10.22
C -9.53 -4.58 -8.80
O -8.35 -4.58 -8.51
H -10.25 -4.53 -6.74
H -12.67 -4.51 -7.36
H -11.59 -4.65 -11.58
H -9.16 -4.65 -10.96
C -2.84 -1.81 -4.99
C -3.11 -2.87 -5.75
C -3.23 -2.74 -7.23
O -3.47 -3.71 -7.91
C -3.03 -1.39 -7.82
C -2.76 -0.34 -7.05
C -2.65 -0.47 -5.58
O -2.40 0.49 -4.88
H -2.75 -1.88 -3.91
H -3.25 -3.86 -5.34
H -3.13 -1.33 -8.89
H -2.63 0.66 -7.46
C -3.03 4.72 -4.84
C -3.31 3.67 -5.60
C -3.43 3.80 -7.08
O -3.68 2.85 -7.78
C -3.23 5.15 -7.66
C -2.96 6.20 -6.90
C -2.83 6.07 -5.42
O -2.58 7.03 -4.72
H -2.94 4.65 -3.76
H -3.45 2.67 -5.20
H -3.33 5.22 -8.74
H -2.81 7.20 -7.30

***

(3)
22
Properties=species:S:1:pos:R:3 method="wB97M-V/def2-TZVPD" multiplicity=1 e_homo_ev=-6.3 fmax_ha_per_bohr=0.0703 total_charge=-1 relative_energy_ev=4.2647 lumo_energy_ha=0.1274 orbital_gap_ev=9.744
Cl 0.03 0.23 0.33
O 0.38 -1.10 2.89
H -0.21 -1.83 3.10
H -0.02 -0.68 2.13
O -1.15 2.52 0.34
H -0.77 1.64 0.34
H -0.77 2.94 1.11
O 1.91 -0.38 -1.56
H 1.09 -0.20 -1.11
H 2.19 -1.23 -1.23
O 0.98 -2.21 0.07
H 0.29 -2.83 -0.16
H 0.52 -1.45 0.41
O -2.55 0.20 0.94
H -2.67 0.82 0.23
H -1.64 -0.07 0.88
O 1.73 1.93 -0.90
H 1.39 1.75 -1.78
H 1.33 1.26 -0.35
O -1.07 -0.46 -1.94
H -0.60 -0.04 -1.23
H -0.39 -0.82 -2.51